No. 1
{"formula": "C2H8N4O2", "method": "ωB97M-V/def2-TZVPD", "e_tot_ev": -12247.5484, "lumo_ev": -0.38, "symbols": ["C", "C", "H", "H", "H", "H", "H", "H", "H", "H", "N", "N", "N", "N", "O", "O"], "xyz": [[0.862, -1.471, -0.020], [-0.798, 0.488, -0.518], [1.909, -1.233, 1.037], [1.660, -1.810, -1.065], [-0.135, -2.314, 0.295], [1.635, 0.755, 0.942], [2.122, 0.159, -0.553], [-2.658, 0.607, 0.032], [-2.528, -0.976, 2.346], [0.875, 1.764, -1.182], [0.353, -0.176, -0.353], [1.390, 0.576, -0.088], [-1.975, -0.182, 0.134], [-1.043, 1.555, -1.129], [-1.697, -0.182, 1.598], [0.028, 2.441, -1.475]], "nbo_charge": [-0.43, 0.45, 0.17, 0.20, 0.26, 0.36, 0.36, 0.36, 0.46, 0.46, -0.36, -0.62, -0.34, -0.18, -0.60, -0.57]}

No. 2
{"formula": "C5H7NO", "method": "ωB97M-V/def2-TZVPD", "e_tot_ev": -8830.6463, "lumo_ev": -0.13, "symbols": ["O", "C", "C", "C", "C", "C", "N", "H", "H", "H", "H", "H", "H", "H"], "xyz": [[-2.673, 0.423, 1.359], [-2.328, 0.834, 0.037], [-0.915, 0.812, -0.423], [-0.077, -0.028, 0.347], [1.270, 0.043, 0.189], [2.609, -0.508, 0.407], [2.293, 0.722, -0.336], [-2.461, -0.512, 1.454], [-2.892, 0.256, -0.723], [-2.712, 1.856, -0.049], [-0.394, -0.729, 1.125], [2.852, -1.417, -0.145], [3.149, -0.366, 1.339], [2.448, 0.923, -1.316]], "nbo_charge": [-0.73, -0.23, 0.00, -0.49, 0.37, -0.27, -0.54, 0.46, 0.20, 0.21, 0.19, 0.20, 0.21, 0.41]}

Relative energy (zero: lowest compared OMol25 entry of this formula, charge and spin)
In order: 1303.27 536.12
Unit: kJ/mol
E_HOMO
In order: -8.412 -7.895
Unit: eV
HOMO-LUMO gap
In order: 8.0297 7.7632
Unit: eV